No. 1
The following is a DFT calculation (ωB97M-V/def2-TZVPD) of a molecular structure, C26H46Cl2O2P2Pt at a distorted geometry.

The geometry in ORCA input format:
```
! RIJCOSX wB97M-V def2-TZVPD def2/J DEFGRID3
* xyz 2 5
Pt -0.395 -0.087 0.284
C 1.505 -1.316 1.933
C 2.434 -0.300 1.634
C 0.416 0.786 2.083
C 0.220 -0.698 2.250
C 1.828 0.966 1.778
C 1.782 -2.762 2.060
H 2.306 -3.155 1.175
H 0.852 -3.333 2.181
H 2.416 -2.993 2.932
C -0.719 -1.230 3.265
H -0.774 -2.321 3.205
H -1.733 -0.805 3.148
H -0.347 -0.958 4.266
C -0.446 1.759 2.808
H -0.115 1.877 3.851
H -1.486 1.407 2.816
H -0.419 2.744 2.334
C 2.525 2.266 1.757
H 3.390 2.245 2.435
H 1.859 3.081 2.061
H 2.908 2.505 0.757
C 3.860 -0.544 1.293
H 4.468 -0.724 2.193
H 4.292 0.318 0.771
H 3.966 -1.431 0.650
C 0.659 -0.666 -2.423
C 1.647 -1.207 -1.684
C 3.061 -1.274 -2.178
C 3.879 0.039 -2.042
C 3.091 1.278 -1.724
C 2.213 1.809 -2.590
C 1.806 1.156 -3.882
C 0.899 -0.106 -3.799
H 3.085 -1.584 -3.235
H 4.426 0.186 -2.989
H 3.589 -2.073 -1.632
H 1.339 -0.886 -4.445
H -0.400 -0.721 -2.116
H 1.462 -1.685 -0.709
H -0.067 0.129 -4.266
H 1.271 1.917 -4.472
H 1.900 2.860 -2.496
H 2.695 0.890 -4.479
H 4.652 -0.104 -1.274
H 3.418 1.822 -0.834
P -1.591 -2.109 -0.197
C -2.453 -2.920 1.188
H -3.222 -3.597 0.789
H -2.939 -2.164 1.820
H -1.730 -3.491 1.781
C -2.944 -1.794 -1.375
H -3.494 -2.731 -1.547
H -2.545 -1.418 -2.324
H -3.617 -1.047 -0.930
C -0.604 -3.483 -0.888
H -0.036 -3.150 -1.764
H -1.271 -4.309 -1.168
H 0.111 -3.834 -0.131
P -1.259 1.906 -0.648
C 0.057 3.155 -0.560
H -0.083 3.914 -1.342
H 1.025 2.660 -0.710
H 0.062 3.640 0.423
C -1.765 1.731 -2.382
H -0.933 1.338 -2.978
H -2.077 2.704 -2.785
H -2.610 1.032 -2.437
C -2.670 2.775 0.117
H -2.809 3.784 -0.297
H -2.487 2.846 1.195
H -3.574 2.173 -0.029
Cl -5.399 2.369 2.429
C -5.424 0.619 2.091
Cl -6.095 0.201 0.505
C -3.944 0.117 2.180
O -3.651 -0.337 3.308
O -3.239 0.209 1.132
H -6.008 0.132 2.880
*
```

frontier orbital gap (alpha / beta)	0.304 / 0.154	Ha
energy above the lowest of the compared OMol25 structures with the same formula, charge and spin	0.00	kcal per mole
E_HOMO (alpha / beta)	-12.8 / -14.3	eV

---

No. 2
The following is a DFT calculation (ωB97M-V/def2-TZVPD) of 4 unconnected molecules or ions with the total composition C26H46F2N3O17P5 at a distorted geometry.

The geometry in ORCA input format:
```
! RIJCOSX wB97M-V def2-TZVPD def2/J DEFGRID3
* xyz 0 1
C 0.339 2.642 5.639
C -1.152 2.329 5.802
C -1.465 0.970 6.467
C -0.460 -0.149 6.187
C -0.568 -0.627 4.723
C 0.691 -0.523 3.884
C 1.935 -0.607 4.501
C 3.130 -0.477 3.829
C 3.083 -0.257 2.470
C 1.863 -0.195 1.812
C 0.643 -0.340 2.486
P -0.940 -0.271 1.546
N -2.150 -0.982 2.253
C 1.983 0.073 0.339
O 1.323 -0.476 -0.507
C 3.053 1.079 -0.023
P 2.582 2.319 -1.299
N 1.909 1.337 -2.556
O 3.934 2.989 -1.953
C 4.205 1.017 0.645
N 5.261 1.968 0.414
C 6.517 1.595 1.010
O 6.859 1.956 2.088
F 7.273 0.807 0.271
C 4.909 3.238 0.976
O 3.962 3.477 1.640
F 5.802 4.170 0.663
C 4.329 -0.053 1.680
O 5.318 -0.725 1.824
H 0.496 3.689 5.388
H 0.766 2.022 4.851
H 0.856 2.438 6.578
H -1.573 3.114 6.433
H -1.648 2.401 4.832
H -2.421 0.636 6.052
H -1.651 1.121 7.531
H -0.714 -0.985 6.841
H 0.535 0.172 6.484
H -0.987 -1.627 4.644
H -1.302 0.015 4.247
H 1.983 -0.746 5.570
H 4.079 -0.531 4.342
H -0.749 -0.936 0.335
H -1.201 1.087 1.269
H -2.909 -0.330 2.409
H 2.259 1.698 -3.441
H 2.361 0.429 -2.457
H 4.652 2.345 -2.043
C -3.183 -2.784 -5.648
O -2.018 -2.379 -6.392
P -1.165 -1.128 -5.819
O -2.017 0.069 -5.988
O 0.008 -1.279 -6.895
C -0.301 -1.351 -8.284
O -0.100 -0.809 -4.663
C -0.583 -0.793 -3.304
H -3.540 -3.715 -6.081
H -2.944 -2.958 -4.600
H -3.960 -2.024 -5.730
H -1.148 -0.710 -8.532
H -0.520 -2.381 -8.563
H 0.574 -1.008 -8.830
H -1.088 -1.728 -3.054
H -1.263 0.047 -3.155
H 0.274 -0.674 -2.653
C 2.279 -3.231 -1.349
O 2.143 -3.698 -2.705
P 2.115 -5.297 -2.958
O 3.475 -5.789 -2.655
O 1.770 -5.166 -4.512
C 2.555 -4.324 -5.354
O 1.106 -6.540 -2.813
C 0.802 -6.989 -1.478
H 2.121 -2.156 -1.366
H 1.526 -3.679 -0.700
H 3.277 -3.454 -0.968
H 3.606 -4.348 -5.062
H 2.180 -3.302 -5.315
H 2.462 -4.703 -6.369
H 0.422 -6.174 -0.861
H 1.691 -7.419 -1.016
H 0.032 -7.751 -1.559
C -4.998 6.229 0.933
O -4.978 4.956 0.263
P -5.087 3.613 1.183
O -3.768 3.621 1.878
O -5.183 2.615 -0.054
C -4.287 2.744 -1.158
O -5.974 2.630 2.113
C -6.437 3.152 3.372
H -5.070 6.999 0.170
H -5.859 6.316 1.596
H -4.078 6.364 1.501
H -3.295 3.051 -0.823
H -4.677 3.465 -1.873
H -4.217 1.768 -1.632
H -6.994 4.079 3.239
H -5.590 3.321 4.038
H -7.098 2.408 3.807
*
```

frontier orbital gap	0.254	Ha
energy above the lowest of the compared OMol25 structures with the same formula, charge and spin	0.00	kcal per mole
E_HOMO	-8.6	eV

---

No. 3
The following is a DFT calculation (ωB97M-V/def2-TZVPD) of 7 unconnected molecules or ions with the total composition C26H46FN2O28S6 at a distorted geometry.

The geometry in ORCA input format:
```
! RIJCOSX wB97M-V def2-TZVPD def2/J DEFGRID3
* xyz 1 1
C -1.361 2.246 -2.078
C -0.006 2.019 -2.204
C 0.703 1.534 -3.436
O 1.376 2.272 -4.057
O 0.659 0.243 -3.833
C -0.567 -0.464 -3.582
C -0.550 -1.124 -2.171
C -0.881 -2.621 -2.206
C -1.259 -3.227 -0.815
C -0.742 -2.431 0.388
C 0.789 -2.361 0.498
C 1.301 -3.679 1.149
C 2.713 -3.939 0.699
N 3.551 -3.750 1.631
C 2.861 -3.277 2.843
C 1.420 -3.721 2.694
F 1.398 -5.055 3.089
C 0.389 -2.972 3.510
O 1.029 -2.641 4.755
N 0.107 -2.832 5.837
O -0.609 -1.929 5.931
H -2.046 1.671 -1.452
H -1.774 3.110 -2.609
H 0.625 2.233 -1.335
H -1.461 0.133 -3.720
H -0.578 -1.293 -4.292
H -1.299 -0.633 -1.543
H 0.424 -0.882 -1.741
H -1.784 -2.715 -2.816
H -0.107 -3.232 -2.678
H -0.951 -4.276 -0.745
H -2.348 -3.240 -0.733
H -1.118 -2.936 1.288
H -1.175 -1.440 0.421
H 1.254 -2.321 -0.488
H 1.106 -1.504 1.097
H 0.740 -4.535 0.755
H 3.023 -4.266 -0.296
H 4.557 -3.875 1.626
H 3.366 -3.400 3.797
H 2.873 -2.182 2.715
H -0.445 -3.657 3.671
H 0.026 -2.067 3.022
C 7.032 -4.723 -0.729
C 7.328 -3.828 -1.914
O 6.677 -4.467 -3.018
S 5.350 -5.207 -2.515
O 4.235 -4.357 -2.747
O 5.390 -6.548 -2.949
O 5.677 -5.164 -0.929
H 7.679 -5.601 -0.720
H 7.124 -4.197 0.220
H 8.392 -3.728 -2.107
H 6.887 -2.836 -1.787
C 0.052 2.317 3.456
C 0.394 3.170 2.255
O -0.219 2.496 1.144
S -1.568 1.778 1.638
O -2.665 2.613 1.336
O -1.521 0.419 1.226
O -1.290 1.873 3.218
H 0.698 1.437 3.517
H 0.110 2.872 4.388
H 1.466 3.263 2.101
H -0.048 4.165 2.334
C -0.114 0.257 9.128
C 0.804 -0.613 8.294
O 2.123 -0.211 8.667
S 2.129 0.232 10.218
O 2.578 -0.860 10.997
O 2.710 1.518 10.308
O 0.536 0.358 10.398
H -0.202 1.261 8.707
H -1.105 -0.175 9.242
H 0.653 -0.474 7.229
H 0.685 -1.671 8.545
C -2.121 0.118 -8.689
C -1.532 1.452 -8.282
O -2.549 2.060 -7.473
S -3.347 0.924 -6.678
O -2.822 0.828 -5.362
O -4.734 1.101 -6.910
O -2.834 -0.333 -7.528
H -2.835 0.230 -9.507
H -1.359 -0.604 -8.969
H -1.295 2.082 -9.134
H -0.638 1.324 -7.666
C -0.555 6.950 -0.544
C -0.923 8.381 -0.215
O -0.629 8.516 1.182
S 0.627 7.593 1.555
O 1.797 8.388 1.554
O 0.266 6.772 2.657
O 0.630 6.692 0.223
H -1.332 6.254 -0.219
H -0.359 6.803 -1.603
H -1.971 8.597 -0.406
H -0.299 9.090 -0.764
C -6.801 0.470 -3.048
C -5.555 1.008 -3.716
O -4.977 1.893 -2.746
S -5.280 1.336 -1.273
O -4.147 0.604 -0.824
O -5.853 2.378 -0.508
O -6.425 0.285 -1.675
H -7.619 1.192 -3.086
H -7.130 -0.472 -3.479
H -5.771 1.540 -4.638
H -4.835 0.214 -3.918
*
```

frontier orbital gap	0.210	Ha
energy above the lowest of the compared OMol25 structures with the same formula, charge and spin	31.08	kcal per mole
E_HOMO	-9.7	eV

---

No. 4
The following is a DFT calculation (ωB97M-V/def2-TZVPD) of 7 unconnected molecules or ions with the total composition C26H46O15S2 at a distorted geometry.

The geometry in ORCA input format:
```
! RIJCOSX wB97M-V def2-TZVPD def2/J DEFGRID3
* xyz 0 1
C 13.155 9.868 4.050
C 14.126 10.996 4.424
C 14.854 10.661 5.736
O 16.182 11.066 5.479
C 16.347 11.433 4.189
O 17.349 11.837 3.717
O 15.187 11.247 3.508
H 12.381 10.236 3.371
H 12.673 9.433 4.924
H 13.596 9.057 3.466
H 13.538 11.913 4.444
H 14.848 9.607 6.006
H 14.330 11.227 6.500
C 14.183 16.638 7.673
C 13.769 15.264 8.237
C 13.612 14.155 7.250
O 14.517 13.151 7.723
C 14.938 13.457 8.958
O 15.530 12.763 9.700
O 14.643 14.766 9.227
H 15.174 16.520 7.222
H 14.362 17.421 8.408
H 13.392 16.927 6.984
H 12.803 15.511 8.687
H 13.917 14.326 6.215
H 12.595 13.754 7.240
C 13.988 4.387 16.651
C 14.701 5.365 15.757
C 15.495 4.914 14.532
O 15.160 5.887 13.540
C 14.145 6.627 13.929
O 13.572 7.428 13.242
O 13.712 6.273 15.165
H 14.710 3.816 17.248
H 13.342 3.667 16.153
H 13.470 4.893 17.467
H 15.286 6.043 16.387
H 15.248 3.899 14.225
H 16.557 5.093 14.710
C 10.974 13.910 10.095
C 9.590 13.703 10.628
O 9.193 12.610 10.952
C 8.661 14.900 10.694
H 11.156 13.161 9.322
H 11.677 13.694 10.904
H 11.106 14.922 9.724
H 9.132 15.771 11.146
H 7.748 14.603 11.218
H 8.176 15.215 9.763
C 10.156 7.886 14.013
C 9.814 6.485 13.552
O 9.123 5.768 14.243
C 10.380 5.993 12.240
H 11.228 8.090 13.970
H 9.914 7.933 15.076
H 9.580 8.645 13.485
H 10.175 4.921 12.234
H 11.454 6.173 12.317
H 9.891 6.386 11.350
C 12.403 9.515 11.056
C 10.919 9.371 10.768
C 10.814 8.783 9.351
S 12.319 9.312 8.482
O 11.973 10.250 7.440
O 13.219 8.227 8.175
C 12.975 10.282 9.867
H 12.924 8.566 11.169
H 12.584 10.094 11.964
H 10.414 10.329 10.894
H 10.525 8.703 11.533
H 10.011 9.107 8.687
H 10.799 7.700 9.203
H 12.556 11.280 9.751
H 14.062 10.306 9.838
C 8.595 9.636 6.259
C 8.963 8.153 6.160
C 8.878 7.749 4.669
S 7.592 8.795 3.884
O 6.351 8.054 3.863
O 8.102 9.390 2.682
C 7.607 10.060 5.194
H 9.451 10.310 6.332
H 8.102 9.821 7.220
H 8.230 7.572 6.719
H 9.980 7.935 6.476
H 8.534 6.734 4.491
H 9.817 8.013 4.187
H 6.562 10.177 5.483
H 7.840 10.939 4.593
*
```

frontier orbital gap	0.356	Ha
E_HOMO	-9.6	eV

---

No. 5
The following is a DFT calculation (ωB97M-V/def2-TZVPD) of a molecular structure, C26H46O2P2Ru at a distorted geometry.

The geometry in ORCA input format:
```
! RIJCOSX wB97M-V def2-TZVPD def2/J DEFGRID3
* xyz 2 5
Ru -0.178 0.056 -0.849
C -0.817 -1.546 0.496
C 0.590 -1.698 0.043
C 0.568 -0.490 2.044
C -0.773 -0.794 1.734
C 1.412 -1.008 1.035
C -1.979 -2.331 0.014
H -1.765 -2.776 -0.961
H -2.865 -1.684 -0.067
H -2.229 -3.148 0.707
C -1.945 -0.477 2.577
H -2.874 -0.723 2.051
H -1.971 0.592 2.841
H -1.919 -1.052 3.516
C 1.018 0.234 3.260
H 0.644 -0.263 4.166
H 0.644 1.270 3.263
H 2.114 0.269 3.317
C 2.893 -0.963 1.033
H 3.307 -1.556 1.863
H 3.262 0.066 1.148
H 3.290 -1.373 0.098
C 1.093 -2.795 -0.825
H 1.379 -3.658 -0.209
H 1.986 -2.475 -1.377
H 0.325 -3.135 -1.517
C -1.943 0.990 -6.084
C -1.939 -0.353 -6.189
C -1.118 -1.137 -7.168
C 0.341 -0.637 -7.361
C 1.000 -0.038 -6.150
C 1.131 1.288 -5.941
C 0.267 2.354 -6.555
C -1.194 1.966 -6.950
H -1.601 -1.135 -8.160
H 0.340 0.085 -8.190
H -1.104 -2.193 -6.854
H -1.192 1.625 -7.995
H -2.669 1.456 -5.399
H -2.688 -0.947 -5.644
H -1.773 2.911 -6.921
H 0.238 3.215 -5.866
H 1.980 1.667 -5.351
H 0.748 2.750 -7.468
H 0.941 -1.505 -7.693
H 1.544 -0.745 -5.508
P -1.398 0.021 -2.684
P 1.484 1.312 -1.705
C -0.707 1.538 -3.489
C 0.476 2.311 -2.868
H -1.555 2.228 -3.662
H -0.419 1.156 -4.475
H 1.136 2.696 -3.660
H 0.089 3.177 -2.308
C 2.160 2.434 -0.480
H 3.010 1.956 0.019
H 1.394 2.662 0.277
H 2.482 3.357 -0.981
C 2.851 0.513 -2.589
H 3.255 1.185 -3.362
H 2.507 -0.419 -3.060
H 3.638 0.264 -1.860
C -3.179 0.243 -2.740
H -3.661 -0.569 -2.181
H -3.554 0.253 -3.772
H -3.420 1.195 -2.244
C -0.903 -1.546 -3.455
H 0.070 -1.865 -3.063
H -0.833 -1.455 -4.543
H -1.648 -2.309 -3.199
C -2.549 3.380 1.008
C -1.405 2.473 0.638
O -0.408 2.406 1.384
O -1.574 1.810 -0.469
H -2.190 4.108 1.734
H -3.348 2.776 1.456
H -2.954 3.876 0.124
*
```

frontier orbital gap (alpha / beta)	0.220 / 0.178	Ha
energy above the lowest of the compared OMol25 structures with the same formula, charge and spin	0.00	kcal per mole
E_HOMO (alpha / beta)	-13.3 / -14.1	eV

---

no.,molar mass (g mol⁻¹)
1,718.584
2,865.524
3,1046.040
4,662.773
5,553.670